Record 1
Molecular formula: C17H17BF4N2O2S2Se4Ti
Method: DFT, ωB97M-V/def2-TZVPD

Structure (XYZ):
```
50
Properties=species:S:1:pos:R:3:mulliken_spin:R:1
Ti -0.58402 2.06015 0.21068 1.063
Se 1.97488 1.63387 0.36425 -0.012
Se 1.85279 3.25648 2.06502 -0.002
Se 0.19244 4.65653 1.17306 0.000
Se -1.88620 3.72951 1.63581 -0.032
O -0.36790 1.54521 3.54043 -0.003
S -1.11422 0.40288 3.10886 -0.007
O -2.41624 0.16450 3.68190 0.001
N -1.16537 0.41801 1.47738 0.006
C -1.69620 -0.69921 0.84574 -0.024
C -2.32204 -1.78955 1.42622 -0.002
C -2.74262 -2.88813 0.65288 0.000
C -2.57501 -2.92895 -0.70090 -0.001
C -1.98084 -1.82088 -1.34387 0.002
C -1.78746 -1.74611 -2.74022 0.000
C -1.23315 -0.63045 -3.29679 0.000
C -0.87502 0.43835 -2.46243 -0.001
N -1.02512 0.39177 -1.15688 0.010
C -1.55553 -0.71977 -0.57382 0.007
C -0.12117 -1.02635 3.49938 0.002
C -0.55586 -1.92712 4.45729 0.000
C 0.25245 -3.00549 4.79164 0.000
C 1.47759 -3.17452 4.16279 0.000
C 1.90236 -2.26335 3.20321 0.000
C 1.10539 -1.17934 2.86928 0.002
H -2.51907 -1.79955 2.48547 0.000
H -3.21554 -3.71799 1.16390 0.000
H -2.89872 -3.77785 -1.28996 0.000
H -2.09020 -2.58524 -3.35607 0.000
H -1.06982 -0.54353 -4.36137 0.000
H -0.46685 1.34830 -2.87902 -0.006
H -1.51965 -1.77597 4.92558 0.000
H -0.07752 -3.71511 5.54001 0.000
H 2.10493 -4.01906 4.42056 0.000
H 2.85861 -2.39342 2.71246 0.000
H 1.42558 -0.45662 2.12611 0.000
F -1.39586 5.11618 -1.91212 0.001
B -1.29841 3.78541 -2.21783 -0.004
F -0.06194 3.24656 -1.61911 -0.002
F -1.25146 3.53561 -3.57679 0.000
F -2.30383 3.01375 -1.58615 0.002
C 4.06042 0.12920 -3.78985 0.000
S 2.41011 0.74010 -3.40255 0.000
C 2.80036 2.48738 -3.20680 0.001
H 4.43790 0.57413 -4.71074 0.000
H 3.99069 -0.94982 -3.91836 0.000
H 4.74568 0.34368 -2.96961 0.000
H 3.50877 2.62025 -2.39013 -0.001
H 1.87626 2.99683 -2.94285 0.000
H 3.19567 2.89868 -4.13568 0.000
```

- E_HOMO (alpha / beta) (hartree) = -0.1684 / -0.1692
- relative energy (zero: lowest compared OMol25 entry of this formula, charge and spin) (kcal/mol) = 2.48
- <S²> = 0.7581
- 2S+1 = 2
- orbital gap (alpha / beta) (eV) = 6.46 / 6.57
- charge = -1
- LUMO energy (alpha / beta) (eV) = 1.874 / 1.960



Record 2
Molecular formula: C17H17BeIN7O2S3
Method: DFT, ωB97M-V/def2-TZVPD

Structure (XYZ):
```
48
Properties=species:S:1:pos:R:3:lowdin_charge:R:1
Be 0.85885 1.33465 -1.03865 0.025
N 4.88042 1.95530 -1.03757 0.056
C 3.62441 1.82534 -1.52418 -0.533
S 2.55474 -0.11370 -1.27800 0.563
N 2.91907 2.86745 -1.83155 0.019
N 1.60047 2.60384 -1.86839 -0.131
C 0.82798 3.13408 -2.80576 -0.076
C -0.41046 2.46104 -2.90651 -0.241
C -1.43787 2.76308 -3.82591 -0.046
C -2.56612 1.99489 -3.84999 -0.090
C -2.69864 0.91626 -2.95233 -0.073
C -1.67565 0.67383 -2.07336 -0.106
N -0.54460 1.39986 -2.03837 0.071
H 5.33472 1.09626 -0.77957 0.071
H 5.13059 2.77247 -0.49794 0.082
H 1.17767 3.88454 -3.50152 0.111
H -1.30991 3.60525 -4.49356 0.105
H -3.36139 2.22262 -4.54974 0.098
H -3.58900 0.30652 -2.91986 0.096
H -1.74359 -0.11292 -1.33683 0.089
I 2.26847 -3.04250 0.44257 0.661
C 1.30792 -1.39507 -0.57261 -1.011
H 0.61693 -1.00332 0.17174 -0.056
H 0.76518 -1.85444 -1.39519 -0.029
N -0.05705 -5.33540 2.31964 0.077
C -0.71633 -4.10430 2.23831 -0.390
C -1.41507 -3.76129 1.08031 -0.060
C -2.02150 -2.52874 0.97143 -0.067
C -1.95326 -1.61913 2.02401 -0.292
C -1.30707 -1.97286 3.19819 -0.059
C -0.69374 -3.21306 3.30410 -0.043
S -2.56075 0.01720 1.78316 0.544
O -3.73840 -0.08135 0.95974 -0.320
O -2.66425 0.61648 3.09706 -0.376
N -1.42396 0.67494 0.89942 -0.121
C -0.34055 1.21529 1.43273 -0.648
S -0.04471 1.60125 3.12073 1.051
C 1.53944 2.16681 2.71671 -0.409
C 1.75046 2.06608 1.39622 -0.228
N 0.70656 1.53981 0.66375 -0.027
H 0.23063 -5.69246 1.42138 0.064
H 0.71763 -5.33421 2.96450 0.076
H -1.43562 -4.45138 0.24502 0.111
H -2.53938 -2.25394 0.06127 0.111
H -1.26855 -1.26526 4.01533 0.100
H -0.16089 -3.47759 4.21064 0.109
H 2.21452 2.54899 3.46290 0.054
H 2.65163 2.34875 0.87655 0.089
```

- E_HOMO (alpha / beta) (hartree) = -0.1142 / -0.1404
- relative energy (zero: lowest compared OMol25 entry of this formula, charge and spin) (kcal/mol) = 33.88
- orbital gap (alpha / beta) (eV) = 5.29 / 6.14
- charge = -1
- LUMO energy (alpha / beta) (eV) = 2.182 / 2.319



Record 3
Molecular formula: C17H17BrFNO4S
Method: DFT, ωB97M-V/def2-TZVPD

Structure (XYZ):
```
42
Properties=species:S:1:pos:R:3:lowdin_charge:R:1
O -4.33706 -0.89106 1.54893 0.091
C -4.54349 -0.70817 0.37634 -0.563
O -4.87575 0.47237 -0.13646 0.099
C -4.50656 -1.78964 -0.68136 -0.081
C -3.49770 -1.43745 -1.77669 -0.164
C -2.05904 -1.39683 -1.25045 -0.187
N -1.91793 -0.48668 -0.13392 -0.237
C -1.50338 -0.93351 1.17169 -0.149
C -0.01199 -0.92432 1.39845 -0.203
C 0.49605 -0.63355 2.66013 -0.039
C 1.86093 -0.59652 2.88350 -0.072
C 2.74902 -0.83615 1.84894 -0.128
C 2.23746 -1.13392 0.59950 -0.662
Br 3.42428 -1.45203 -0.85156 0.761
C 0.87560 -1.19291 0.36597 -0.091
S -1.91124 1.14931 -0.38744 0.694
O -2.58598 1.77755 0.71391 -0.270
O -2.37953 1.38795 -1.71739 -0.257
C -0.18156 1.62386 -0.30441 -0.270
C 0.61599 1.46323 -1.42227 -0.053
C 1.96293 1.77503 -1.35326 -0.015
C 2.46934 2.24566 -0.15237 -0.274
F 3.77787 2.53783 -0.06857 0.072
C 1.67439 2.42973 0.96748 0.016
C 0.33046 2.11356 0.88223 -0.050
H -4.71763 1.18803 0.50261 0.122
H -4.26013 -2.73937 -0.20453 0.126
H -5.50115 -1.85976 -1.12411 0.128
H -3.74324 -0.45748 -2.18446 0.101
H -3.55173 -2.17786 -2.57678 0.118
H -1.40346 -1.08032 -2.06903 0.118
H -1.75479 -2.39238 -0.91745 0.135
H -1.98512 -0.27181 1.89663 0.119
H -1.90252 -1.93796 1.34569 0.145
H -0.18812 -0.43257 3.47037 0.120
H 2.24144 -0.36970 3.86761 0.108
H 3.81507 -0.79261 2.00808 0.104
H 0.51398 -1.43333 -0.62067 0.100
H 0.17154 1.10988 -2.33894 0.119
H 2.61769 1.65432 -2.20152 0.120
H 2.10913 2.81218 1.87700 0.127
H -0.33424 2.24843 1.71994 0.121
```

- E_HOMO (hartree) = -0.3414
- relative energy (zero: lowest compared OMol25 entry of this formula, charge and spin) (kcal/mol) = 0.00
- SMILES string = O=C(O)CCCN(Cc1cccc(Br)c1)S(=O)(=O)c1ccc(F)cc1
- orbital gap (eV) = 9.83
- LUMO energy (eV) = 0.538



Record 4
Molecular formula: C17H17Cl2O10PRuS4
Method: DFT, ωB97M-V/def2-TZVPD

Structure (XYZ):
```
52
Properties=species:S:1:pos:R:3:lowdin_charge:R:1
Ru -1.25930 0.35342 -0.15767 0.858
Cl -2.03869 -3.20139 -6.62000 0.572
C -2.20026 -2.32467 -5.10628 -0.681
C -3.40421 -2.43191 -4.38641 -0.152
C -3.55815 -1.76307 -3.21088 -0.572
Cl -5.05238 -1.89361 -2.33911 0.674
C -2.51570 -0.93779 -2.63348 -0.398
O -2.69787 -0.32891 -1.55614 -0.159
C -1.32427 -0.85647 -3.41701 -0.155
C -0.22886 -0.01611 -3.01628 -0.253
O -0.11251 0.67361 -2.01356 -0.094
C -1.18526 -1.54830 -4.63348 -0.086
H -4.21019 -3.04717 -4.76381 0.094
H 0.59376 0.02029 -3.75678 0.127
H -0.25809 -1.45912 -5.18778 0.108
O -4.62165 2.26787 0.65109 -0.310
S -3.22584 1.96823 0.80740 0.495
O -2.35393 2.35566 -0.30204 -0.367
O -2.94279 0.53593 1.13732 -0.423
C -2.67028 2.93028 2.23057 -0.210
C -3.69482 3.54250 2.94222 -0.076
C -3.45520 4.19901 4.14263 -0.101
C -2.16760 4.24314 4.63956 -0.098
C -1.12960 3.68672 3.90314 -0.074
C -1.34641 3.06259 2.68007 -0.188
S 0.19189 2.68523 1.74840 0.451
O 0.15264 3.59314 0.63330 -0.313
O 1.24651 2.91305 2.71391 -0.352
O 0.10092 1.26325 1.36004 -0.460
H -4.70018 3.44857 2.55898 0.097
H -4.27730 4.64744 4.68826 0.091
H -1.95674 4.73699 5.58136 0.091
H -0.10659 3.77053 4.23923 0.095
C 3.74843 -0.33426 2.47144 -0.096
C 2.68738 -1.36365 2.14651 -0.333
O 2.96550 -2.04344 0.90112 -0.421
P 2.44233 -1.22889 -0.43227 0.618
S -0.55460 -1.82361 0.29608 0.025
S 0.86923 -2.46140 -1.13959 0.104
O 3.62226 -1.68257 -1.49381 -0.433
C 4.05864 -3.03205 -1.61663 -0.357
C 5.43310 -3.19792 -0.99766 -0.094
H 3.51548 0.15860 3.41820 0.073
H 3.77316 0.44466 1.70735 0.067
H 4.73725 -0.79606 2.53479 0.063
H 1.70646 -0.89281 2.09877 0.064
H 2.65164 -2.14737 2.90495 0.109
H 4.08465 -3.26797 -2.68433 0.108
H 3.34099 -3.70578 -1.14224 0.075
H 6.14222 -2.50372 -1.45280 0.069
H 5.79775 -4.21805 -1.14811 0.065
H 5.38710 -2.99264 0.07146 0.063
```

- E_HOMO (hartree) = -0.0483
- relative energy (zero: lowest compared OMol25 entry of this formula, charge and spin) (kcal/mol) = 32.62
- orbital gap (eV) = 5.48
- charge = -2
- LUMO energy (eV) = 4.164



Record 5
Molecular formula: C17H17ClN2O2S2
Method: DFT, ωB97M-V/def2-TZVPD

Structure (XYZ):
```
41
Properties=species:S:1:pos:R:3:lowdin_charge:R:1
O 4.71191 -0.63043 -0.13497 0.051
C 3.61256 -0.82328 0.34601 -0.500
C 2.98450 -2.21257 0.34025 -0.054
C 2.32994 -2.46047 -1.02491 -0.127
N 1.19348 -1.58465 -1.23090 -0.095
C -0.02166 -1.89921 -0.65112 -0.471
O -0.21814 -2.91447 -0.02354 0.117
C -1.01152 -0.83650 -0.90125 -0.403
C -2.27338 -0.96831 -0.44177 -0.040
C -3.40545 -0.08913 -0.55524 -0.223
C -3.32723 1.18173 -1.13966 -0.035
C -4.43079 2.00254 -1.23628 -0.070
C -5.65769 1.57774 -0.74959 -0.069
C -5.77013 0.32920 -0.16347 -0.105
C -4.66144 -0.49332 -0.06469 -0.590
Cl -4.87068 -2.04046 0.67465 0.731
S -0.26479 0.45111 -1.81892 1.032
C 1.27787 -0.40822 -1.90622 -1.068
S 2.56644 0.16222 -2.71656 0.737
N 2.86779 0.18988 0.83426 -0.046
C 1.65311 0.13589 1.62501 -0.141
C 1.18217 1.58820 1.65692 -0.159
C 2.49858 2.36127 1.68678 -0.157
C 3.38425 1.55092 0.74739 -0.138
H 3.79026 -2.93730 0.45820 0.129
H 2.25772 -2.35313 1.13846 0.109
H 3.05305 -2.27740 -1.82236 0.103
H 1.95803 -3.48691 -1.07589 0.133
H -2.44752 -1.89849 0.08881 0.087
H -2.37895 1.52611 -1.51957 0.045
H -4.33621 2.97571 -1.69249 0.108
H -6.52547 2.21447 -0.82477 0.108
H -6.71913 -0.01250 0.21928 0.104
H 1.87937 -0.21669 2.64053 0.133
H 0.90089 -0.52735 1.19556 0.100
H 0.63231 1.82247 0.74407 0.092
H 0.54331 1.79521 2.51280 0.113
H 2.91158 2.35574 2.69611 0.113
H 2.38855 3.39240 1.35986 0.111
H 3.30097 1.89423 -0.29021 0.110
H 4.44156 1.56377 1.01945 0.125
```

- E_HOMO (hartree) = -0.3161
- relative energy (zero: lowest compared OMol25 entry of this formula, charge and spin) (kcal/mol) = 6.56
- SMILES string = O=C(CCN1C(=O)/C(=C/c2ccccc2Cl)SC1=S)N1CCCC1
- orbital gap (eV) = 7.49
- LUMO energy (eV) = -1.109



Record 6
Molecular formula: C17H17ClN2OS2
Method: DFT, ωB97M-V/def2-TZVPD

Structure (XYZ):
```
40
Properties=species:S:1:pos:R:3:lowdin_charge:R:1
C 5.60103 0.48329 0.43246 -0.409
S 4.72582 -0.61420 1.62128 0.694
C 3.50115 0.33602 2.65513 -0.780
S 2.54527 1.50061 1.68715 0.885
C 1.37384 0.42186 0.83875 -0.506
N 1.78493 -0.56264 0.14531 0.099
C 0.91818 -1.33241 -0.58912 -0.244
C 1.55065 -2.49935 -1.26502 -0.016
C -0.51152 -1.08565 -0.54641 -0.163
C -1.38524 -2.06484 -1.04740 -0.437
C -1.73343 -3.26790 -0.29637 -0.011
O -2.21699 -1.61404 -1.87172 0.046
C -1.13490 0.00193 0.25204 -0.187
C -2.20170 0.88027 -0.37742 -0.189
C -3.32294 1.25700 0.36942 -0.051
C -4.18788 2.17198 -0.17561 -0.083
C -4.09958 2.67495 -1.51222 -0.050
C -2.99676 2.23715 -2.26842 -0.092
C -2.02979 1.34152 -1.74437 -0.554
Cl -0.77203 0.74420 -2.75683 0.799
C -0.03490 0.97979 0.75191 -0.216
C -0.54773 1.53121 2.06811 -0.190
N -1.18822 1.77125 2.99774 0.171
H 6.52311 0.86409 0.71554 -0.009
H 5.59535 -0.01187 -0.55793 0.037
H 4.94530 1.40302 0.22499 0.035
H 4.18215 0.85873 3.38660 0.043
H 2.80486 -0.36544 3.21027 0.066
H 1.21598 -2.52266 -2.24254 0.056
H 1.52786 -3.38314 -0.62815 0.094
H 2.61838 -2.18114 -1.44551 0.104
H -1.93021 -4.07209 -0.99023 0.082
H -0.98598 -3.68907 0.48941 0.120
H -2.67531 -3.09566 0.31452 0.119
H -1.65721 -0.51511 1.13608 0.183
H -3.46382 0.89064 1.39069 0.119
H -4.82038 2.61026 0.60924 0.109
H -4.66669 3.56045 -1.82001 0.106
H -2.89175 2.52219 -3.27651 0.082
H 0.04111 1.83481 0.11513 0.139
```

- E_HOMO (hartree) = -0.3087
- relative energy (zero: lowest compared OMol25 entry of this formula, charge and spin) (kcal/mol) = 84.47
- SMILES string = CSCSC1=NC(C)=C(C(C)=O)[C@H](c2ccccc2Cl)[C@H]1C#N
- orbital gap (eV) = 7.77
- LUMO energy (eV) = -0.629